1.
This record from the Open Molecules 2025 dataset describes one molecule with the formula C3HBr2ClF4. The level of theory is ωB97M-V/def2-TZVPD.

Computed properties:
Energy relative to the best compared isomer or geometry (same formula, charge and spin) in kcal/mol: 0.0
LUMO energy in eV: 0.54
Strongest force on any atom in eV/Å: 5.55
SMILES: FC(F)(F)[C@@](F)(Br)[C@@H](Cl)Br

Last column: Mulliken charge in e.
CARTESIAN COORDINATES (ANGSTROEM)
C1 -0.564 1.458 -0.352  0.028
C2 0.527 0.018 0.183  -0.070
C3 -0.047 -1.448 0.133  0.775
F1 0.839 0.184 1.485  -0.212
F2 -0.909 -1.612 -0.841  -0.265
F3 -0.685 -1.801 1.242  -0.235
F4 0.860 -2.396 -0.100  -0.243
Cl1 -2.033 1.263 0.416  -0.081
Br1 0.419 2.967 0.058  -0.026
Br2 2.153 -0.052 -0.707  -0.008
H1 -0.559 1.419 -1.517  0.337

2.
This record from the Open Molecules 2025 dataset describes C3HCeLiO4 as an isolated structure. The level of theory is ωB97M-V/def2-TZVPD.

Computed properties:
Expectation value of S²: 2.012
2S+1: 3
Total charge: +4
LUMO energy (spin up / spin down) in eV: -19.40 / -19.46
Strongest force on any atom in eV/Å: 7.59

Last column: Mulliken charge in e.
CARTESIAN COORDINATES (ANGSTROEM)
O1 -0.025 -1.640 -1.372  -0.581
C1 -0.973 -0.714 -1.375  0.769
O2 -0.868 0.133 -0.303  -0.106
O3 -2.042 -1.268 -1.571  -0.260
Ce1 2.061 -1.580 -0.380  2.299
C2 0.316 0.235 0.300  -0.777
C3 0.474 1.259 1.188  1.036
O4 0.794 2.102 1.887  0.045
Li1 1.127 3.930 3.149  1.007
H1 -0.865 -2.456 -1.521  0.568

3.
This record from the Open Molecules 2025 dataset describes one molecule with the formula C3HCl2F. The level of theory is ωB97M-V/def2-TZVPD.

Computed properties:
Energy relative to the best compared isomer or geometry (same formula, charge and spin) in kcal/mol: 15.1
LUMO energy in eV: 0.68
Strongest force on any atom in eV/Å: 4.49
SMILES: C#CC(F)(Cl)Cl

Last column: Mulliken charge in e.
CARTESIAN COORDINATES (ANGSTROEM)
C1 0.097 0.032 0.283  0.779
C2 -1.170 -0.575 -0.281  -0.971
C3 -2.306 -0.875 -0.403  0.167
H1 -3.254 -1.253 -0.746  0.431
F1 -0.201 0.139 1.632  -0.183
Cl1 1.323 -1.090 -0.268  -0.116
Cl2 0.167 1.590 -0.410  -0.106

4.
This record from the Open Molecules 2025 dataset describes a 2-piece molecular cluster, C3HCl3O2 overall. The level of theory is ωB97M-V/def2-TZVPD.

Computed properties:
Energy relative to the best compared isomer or geometry (same formula, charge and spin) in kcal/mol: 3.9
LUMO energy in eV: 0.37
Strongest force on any atom in eV/Å: 2.59
SMILES: ClC=C(Cl)Cl.O=C=O

Last column: Mulliken charge in e.
CARTESIAN COORDINATES (ANGSTROEM)
C1 0.801 0.779 2.003  0.632
C2 -0.052 0.177 -1.210  -0.094
C3 -0.505 -1.013 -0.885  0.202
O1 0.743 0.702 3.135  -0.340
O2 0.954 0.956 0.890  -0.287
Cl1 0.487 -2.371 -0.545  -0.150
Cl2 -2.225 -1.339 -0.506  -0.154
Cl3 -1.128 1.434 -1.438  -0.143
H1 0.924 0.676 -1.445  0.333

5.
This record from the Open Molecules 2025 dataset describes one molecule with the formula C3HClF2. The level of theory is ωB97M-V/def2-TZVPD.

Computed properties:
Energy relative to the best compared isomer or geometry (same formula, charge and spin) in kcal/mol: 17.3
LUMO energy in eV: 0.69
Strongest force on any atom in eV/Å: 3.90
SMILES: C#CC(F)(F)Cl

Last column: Mulliken charge in e.
CARTESIAN COORDINATES (ANGSTROEM)
C1 -0.112 -0.326 0.193  0.873
C2 -0.831 0.960 -0.020  -0.664
C3 -1.816 1.656 -0.164  -0.090
H1 -2.299 2.555 -0.300  0.411
F1 -0.864 -1.413 0.141  -0.160
F2 0.509 -0.269 1.475  -0.236
Cl1 1.297 -0.068 -0.841  -0.133

6.
This record from the Open Molecules 2025 dataset describes a 2-piece molecular cluster, C3HClFO2 overall. The level of theory is ωB97M-V/def2-TZVPD.

Computed properties:
Total charge: -1
Energy relative to the best compared isomer or geometry (same formula, charge and spin) in kcal/mol: 121.2
LUMO energy in eV: 3.70
Strongest force on any atom in eV/Å: 2.56

Last column: Mulliken charge in e.
CARTESIAN COORDINATES (ANGSTROEM)
C1 -1.938 -0.437 0.188  -0.092
C2 0.416 0.414 0.145  -0.158
C3 1.510 -0.488 0.139  0.630
O1 1.271 0.055 1.325  -0.370
O2 2.262 -1.281 -0.338  -0.600
F1 -1.982 -0.921 -1.085  -0.173
Cl1 0.775 2.044 -0.452  -0.271
H1 -2.314 0.614 0.078  0.033

7.
This record from the Open Molecules 2025 dataset describes a 2-piece molecular cluster, C3HClN2O2 overall. The level of theory is ωB97M-V/def2-TZVPD.

Computed properties:
Energy relative to the best compared isomer or geometry (same formula, charge and spin) in kcal/mol: 69.2
LUMO energy in eV: -0.03
Strongest force on any atom in eV/Å: 5.00
SMILES: N#CC#[N+][O-].O=CCl

Last column: Mulliken charge in e.
CARTESIAN COORDINATES (ANGSTROEM)
C1 3.782 -0.349 -0.546  0.049
C2 0.103 -0.019 0.647  0.088
C3 3.456 -0.640 -1.831  0.403
N1 4.193 -0.197 0.528  -0.398
N2 2.829 -0.696 -2.838  0.534
O1 0.415 -1.023 0.131  -0.322
O2 2.223 -0.798 -3.817  -0.582
Cl1 0.534 1.524 0.082  -0.119
H1 -0.372 0.046 1.584  0.346

8.
This record from the Open Molecules 2025 dataset describes C3HErO2 as an isolated structure. The level of theory is ωB97M-V/def2-TZVPD.

Computed properties:
Expectation value of S²: 3.754
2S+1: 4
Total charge: +2
Energy relative to the best compared isomer or geometry (same formula, charge and spin) in kcal/mol: 0.0
LUMO energy (spin up / spin down) in eV: -12.45 / -13.40
Strongest force on any atom in eV/Å: 5.75

Last column: Mulliken charge in e.
CARTESIAN COORDINATES (ANGSTROEM)
C1 -0.080 -2.017 -0.135  -0.533
H1 0.474 -2.912 -0.377  0.442
C2 -0.733 -1.054 0.227  -0.219
O1 -2.585 0.319 -0.259  -0.318
C3 -1.412 0.268 0.055  1.188
Er1 1.528 0.571 -0.076  1.892
O2 -0.525 1.198 -0.046  -0.452

9.
This record from the Open Molecules 2025 dataset describes C3HEuFO2 as an isolated structure. The level of theory is ωB97M-V/def2-TZVPD.

Computed properties:
Expectation value of S²: 15.760
2S+1: 8
LUMO energy (spin up / spin down) in eV: -1.08 / -1.00
Strongest force on any atom in eV/Å: 2.18

Last column: Mulliken charge in e.
CARTESIAN COORDINATES (ANGSTROEM)
F1 -0.614 3.422 0.701  -0.682
O1 0.632 -1.449 0.211  -0.347
O2 2.749 -0.687 -0.138  -0.428
C1 -0.619 -1.205 -0.038  0.148
C2 -1.744 -0.947 -0.399  -0.295
C3 1.626 -0.364 0.106  -0.294
H1 -2.758 -0.696 -0.643  0.378
Eu1 0.729 1.925 0.200  1.521

10.
This record from the Open Molecules 2025 dataset describes one molecule with the formula C3HF2N. The level of theory is ωB97M-V/def2-TZVPD.

Computed properties:
Expectation value of S²: 2.088
2S+1: 3
Energy relative to the best compared isomer or geometry (same formula, charge and spin) in kcal/mol: 0.0
LUMO energy (spin up / spin down) in eV: 0.98 / -2.12
Strongest force on any atom in eV/Å: 4.64

Last column: Mulliken charge in e.
CARTESIAN COORDINATES (ANGSTROEM)
C1 -0.144 0.601 -0.176  -0.011
C2 0.558 1.845 -0.057  0.041
C3 -2.510 0.575 0.421  0.080
N1 -1.407 0.525 -0.068  -0.037
F1 1.876 1.536 0.092  -0.179
F2 -3.680 0.569 -0.122  -0.143
H1 0.592 -0.353 -0.123  0.248

11.
This record from the Open Molecules 2025 dataset describes one molecule with the formula C3HF3N2O3. The level of theory is ωB97M-V/def2-TZVPD.

Computed properties:
Energy relative to the best compared isomer or geometry (same formula, charge and spin) in kcal/mol: 5.3
LUMO energy in eV: -1.32
Strongest force on any atom in eV/Å: 4.30
SMILES: N#C[C@](O)([N+](=O)[O-])C(F)(F)F

Last column: Mulliken charge in e.
CARTESIAN COORDINATES (ANGSTROEM)
C1 -0.224 -1.346 -0.972  -0.014
C2 0.218 -0.267 -0.198  0.515
C3 -1.111 0.947 -0.085  0.746
N1 -0.541 -2.212 -1.644  -0.356
N2 0.831 -0.696 1.125  0.953
O1 0.155 -1.358 1.869  -0.505
O2 2.003 -0.319 1.292  -0.584
O3 1.140 0.450 -0.865  -0.424
F1 -2.255 0.553 0.348  -0.208
F2 -0.704 1.944 0.696  -0.255
F3 -1.157 1.448 -1.332  -0.223
H1 1.644 0.855 -0.233  0.354

12.
This record from the Open Molecules 2025 dataset describes C3HF9KO10S3 as an isolated structure. The level of theory is ωB97M-V/def2-TZVPD.

Computed properties:
Total charge: -3
Energy relative to the best compared isomer or geometry (same formula, charge and spin) in kcal/mol: 0.0
LUMO energy in eV: 6.44
Strongest force on any atom in eV/Å: 2.51

Last column: Mulliken charge in e.
CARTESIAN COORDINATES (ANGSTROEM)
K1 1.357 -0.718 0.651  1.063
O1 3.091 -0.324 2.702  -1.052
H1 2.148 -0.503 2.789  0.080
C1 1.531 3.007 1.545  0.509
F1 1.560 2.614 2.820  -0.192
F2 2.774 3.445 1.251  -0.258
F3 1.254 1.950 0.769  -0.164
S1 0.275 4.442 1.375  1.117
O2 0.526 5.232 2.598  -0.706
O3 0.611 5.169 0.167  -0.664
O4 -1.013 3.723 1.388  -0.657
C2 -1.591 -4.614 1.904  0.537
F4 -2.165 -5.823 1.781  -0.238
F5 -2.416 -3.860 2.625  -0.235
F6 -0.452 -4.755 2.580  -0.238
S2 -1.239 -3.896 0.201  1.068
O5 -0.482 -4.929 -0.507  -0.712
O6 -2.547 -3.630 -0.394  -0.676
O7 -0.524 -2.671 0.508  -0.551
C3 0.001 1.037 -4.165  0.524
F7 0.670 2.194 -4.076  -0.232
F8 -0.927 1.204 -5.109  -0.243
F9 0.850 0.066 -4.523  -0.244
S3 -0.748 0.499 -2.462  1.109
O8 -1.633 1.581 -2.093  -0.650
O9 -1.363 -0.806 -2.701  -0.648
O10 0.450 0.369 -1.623  -0.647

13.
This record from the Open Molecules 2025 dataset describes C3HFMgO as an isolated structure. The level of theory is ωB97M-V/def2-TZVPD.

Computed properties:
Energy relative to the best compared isomer or geometry (same formula, charge and spin) in kcal/mol: 1.9
LUMO energy in eV: -0.65
Strongest force on any atom in eV/Å: 2.84

Last column: Mulliken charge in e.
CARTESIAN COORDINATES (ANGSTROEM)
O1 1.580 -2.224 -0.550  -0.593
C1 1.184 -1.247 0.075  0.676
C2 1.215 -0.401 1.172  -0.220
C3 0.159 -0.231 0.316  -0.368
H1 1.169 -0.248 2.273  0.259
F1 -2.564 2.175 -1.131  -0.641
Mg1 -1.337 1.053 -0.427  0.888

14.
This record from the Open Molecules 2025 dataset describes an isolated ion of composition C3HINO3 and charge -1. The level of theory is ωB97M-V/def2-TZVPD.

Computed properties:
Total charge: -1
Energy relative to the best compared isomer or geometry (same formula, charge and spin) in kcal/mol: 71.5
LUMO energy in eV: 2.80
Strongest force on any atom in eV/Å: 2.93

Last column: Mulliken charge in e.
CARTESIAN COORDINATES (ANGSTROEM)
C1 -1.360 -0.330 -0.863  -0.267
C2 -0.020 -0.515 -1.435  0.651
C3 0.855 0.670 0.715  0.611
N1 -0.323 0.699 1.139  -0.661
O1 0.189 -1.109 -2.493  -0.619
O2 1.906 1.035 1.161  -0.635
O3 0.992 0.101 -0.750  -0.366
I1 -1.945 -1.681 0.487  0.102
H1 -0.294 1.130 2.039  0.183

15.
This record from the Open Molecules 2025 dataset describes C3HIrO2 as an isolated structure. The level of theory is ωB97M-V/def2-TZVPD.

Computed properties:
Expectation value of S²: 6.020
2S+1: 5
Total charge: +2
Energy relative to the best compared isomer or geometry (same formula, charge and spin) in kcal/mol: 45.4
LUMO energy (spin up / spin down) in eV: -12.75 / -14.08
Strongest force on any atom in eV/Å: 6.02

Last column: Mulliken charge in e.
CARTESIAN COORDINATES (ANGSTROEM)
C1 0.119 -0.683 -1.730  0.069
C2 0.939 -1.072 -0.797  0.287
O1 0.712 -0.433 0.398  -0.321
C3 -0.489 0.846 0.241  0.163
O2 -0.964 0.701 -0.873  -0.170
H1 0.002 -0.636 -2.802  0.406
Ir1 -0.551 0.111 2.186  1.566

16.
This record from the Open Molecules 2025 dataset describes C3HLiO4Pm as an isolated structure. The level of theory is ωB97M-V/def2-TZVPD.

Computed properties:
Expectation value of S²: 6.012
2S+1: 5
Total charge: +3
LUMO energy (spin up / spin down) in eV: -15.15 / -13.65
Strongest force on any atom in eV/Å: 7.33

Last column: Mulliken charge in e.
CARTESIAN COORDINATES (ANGSTROEM)
O1 1.903 0.841 0.006  -0.774
C1 1.687 -0.391 0.443  0.862
O2 0.462 -0.830 0.267  -0.145
O3 2.636 -1.051 -0.052  -0.402
Pm1 0.308 2.462 -0.107  2.392
C2 -0.551 0.139 0.172  -1.201
C3 -1.801 -0.200 0.211  1.189
O4 -2.975 -0.353 0.237  -0.464
Li1 -4.595 -0.858 -0.596  0.982
H1 2.926 0.240 -0.581  0.562

17.
This record from the Open Molecules 2025 dataset describes one molecule with the formula C3HN. The level of theory is ωB97M-V/def2-TZVPD.

Computed properties:
Energy relative to the best compared isomer or geometry (same formula, charge and spin) in kcal/mol: 9.9
LUMO energy in eV: 0.04
Strongest force on any atom in eV/Å: 5.06
SMILES: C#CC#N

Last column: Mulliken charge in e.
CARTESIAN COORDINATES (ANGSTROEM)
C1 0.240 -0.425 1.219  -0.030
C2 -0.039 0.179 0.175  -0.030
C3 -0.270 0.496 -1.184  0.122
H1 0.365 -1.136 2.106  0.329
N1 -0.295 0.886 -2.316  -0.391

18.
This record from the Open Molecules 2025 dataset describes one molecule with the formula C3HNO. The level of theory is ωB97M-V/def2-TZVPD.

Computed properties:
Energy relative to the best compared isomer or geometry (same formula, charge and spin) in kcal/mol: 119.2
LUMO energy in eV: -1.22
Strongest force on any atom in eV/Å: 6.67

Last column: Mulliken charge in e.
CARTESIAN COORDINATES (ANGSTROEM)
C1 0.159 -0.812 0.066  0.133
C2 0.725 -1.966 0.327  -0.316
C3 0.388 0.711 0.018  0.636
N1 -0.827 0.239 -0.202  -0.221
O1 1.359 1.503 0.251  -0.513
H1 -1.803 0.326 -0.461  0.280

19.
This record from the Open Molecules 2025 dataset describes C3HNO as an isolated structure. The level of theory is ωB97M-V/def2-TZVPD.

Computed properties:
Expectation value of S²: 2.035
2S+1: 3
Energy relative to the best compared isomer or geometry (same formula, charge and spin) in kcal/mol: 66.5
LUMO energy (spin up / spin down) in eV: 0.96 / -2.30
Strongest force on any atom in eV/Å: 6.91

Last column: Mulliken charge in e.
CARTESIAN COORDINATES (ANGSTROEM)
C1 -0.430 -0.028 0.003  -0.287
C2 -1.349 -1.026 0.002  0.045
C3 -1.383 0.940 0.003  0.170
N1 -2.744 -0.683 -0.001  -0.223
O1 -2.673 0.641 -0.002  -0.062
H1 0.631 0.018 0.000  0.357

20.
This record from the Open Molecules 2025 dataset describes one molecule with the formula C3HNO2. The level of theory is ωB97M-V/def2-TZVPD.

Computed properties:
Energy relative to the best compared isomer or geometry (same formula, charge and spin) in kcal/mol: 50.3
LUMO energy in eV: -1.48
Strongest force on any atom in eV/Å: 1.08

Last column: Mulliken charge in e.
CARTESIAN COORDINATES (ANGSTROEM)
O1 1.488 1.231 -1.264  -0.370
C1 1.255 0.801 -0.193  0.423
C2 -0.541 -0.092 0.298  -0.220
O2 0.629 -0.519 -0.057  -0.145
C3 -1.595 -1.053 0.223  0.282
N1 -2.625 -1.590 0.203  -0.309
H1 1.399 1.235 0.799  0.340